# 1
The following is a quantum chemistry calculation of C24H45ClFeO4P2 as an isolated structure in a non-equilibrium geometry, from the Open Molecules 2025 dataset.

Positions of all 77 atoms, in Å:
Fe 0.1689 2.4403 0.2668
C 2.7393 -0.5970 0.6130
C 2.4053 0.4553 1.5205
C 1.3411 -1.4253 2.2656
C 2.0845 -1.7919 1.0912
C 1.5310 -0.0497 2.4863
C 3.6806 -0.5338 -0.4911
H 3.6710 0.4689 -0.9632
H 3.4526 -1.2789 -1.2634
H 4.7188 -0.7170 -0.1491
C 2.2737 -3.1393 0.5701
H 2.5877 -3.1210 -0.4767
H 1.3436 -3.7289 0.6480
H 3.0504 -3.6755 1.1422
C 0.6677 -2.3884 3.1493
H 1.3655 -2.7780 3.9139
H 0.2763 -3.2471 2.5928
H -0.1642 -1.9046 3.6985
C 0.9933 0.7087 3.6723
H 1.7138 0.6932 4.4986
H 0.0670 0.2576 4.0232
H 0.8008 1.7543 3.4061
C 3.0569 1.8005 1.4853
H 4.1152 1.7442 1.7678
H 2.5548 2.4809 2.1917
H 3.0128 2.2505 0.4843
C -0.6317 2.1336 -1.3598
C 0.8158 2.4307 -1.4418
C 1.3730 3.8382 -1.1649
C 1.0792 4.6143 0.2107
C 0.0462 3.9988 1.1845
C -1.2477 3.5201 0.7126
C -1.9416 4.1644 -0.5357
C -1.6577 3.2323 -1.7773
H 1.0396 4.4904 -1.9509
H 0.7608 5.5906 -0.1123
H 2.4489 3.7646 -1.2105
H -1.3494 3.8353 -2.6436
H -1.0613 1.1202 -1.3657
H 1.5758 1.6163 -1.5732
H -2.5919 2.7044 -2.0235
H -3.0174 4.1179 -0.3399
H -1.9499 2.8619 1.2517
H -1.6567 5.1990 -0.7553
H 2.0335 4.7129 0.7167
H 0.4611 3.7719 2.2070
P 0.0800 -1.9847 -2.8104
C 1.0060 -3.5191 -3.0140
H 1.0511 -3.7780 -4.0795
H 0.4826 -4.3124 -2.4470
H 2.0228 -3.3771 -2.6289
C -1.5239 -2.3172 -3.5773
H -1.3956 -2.5197 -4.6480
H -2.1658 -1.4406 -3.4338
H -1.9600 -3.1929 -3.0793
C 0.8952 -0.7462 -3.8450
H 0.4246 0.2287 -3.6645
H 0.8073 -1.0084 -4.9088
H 1.9570 -0.6888 -3.5707
P -3.1357 -0.1803 1.2288
C -3.5157 0.1944 2.9534
H -4.5717 0.1406 3.2022
H -3.1709 1.2495 3.0531
H -2.9298 -0.3979 3.6660
C -4.4695 0.2474 0.0949
H -4.5180 1.3582 0.0813
H -5.4370 -0.1605 0.3742
H -4.2133 -0.0742 -0.9278
C -2.3175 -1.7774 0.9314
H -3.0452 -2.5813 0.8438
H -1.6185 -1.9891 1.7793
H -1.6718 -1.7157 0.0114
O -0.8711 -5.2677 -1.4469
Cl -1.4074 -4.7680 -0.1360
O -2.4967 -5.6662 0.3251
O -0.2882 -4.8022 0.8782
O -0.0407 -1.5489 -1.3782

Atomic forces in eV per Å
Fe 2.17 -3.66 2.36
C -0.81 -0.78 1.04
C 0.58 0.40 -0.79
C 0.59 -0.81 -0.70
C 0.23 0.75 0.20
C -0.41 0.78 1.09
C 0.56 0.50 -1.03
H 0.09 -0.47 0.21
H 0.07 0.14 0.23
H -0.38 0.04 -0.07
C -0.14 -0.43 -0.32
H 0.00 -0.02 0.20
H 0.20 0.03 -0.04
H -0.17 0.13 -0.03
C -0.67 -0.02 0.49
H -0.16 0.14 -0.27
H 0.07 0.01 0.00
H 0.40 -0.28 -0.16
C 0.17 -0.02 -0.54
H -0.08 -0.02 -0.08
H 0.01 0.05 0.07
H 0.03 -0.20 0.14
C -0.62 0.30 0.32
H -0.13 -0.06 -0.05
H 0.30 -0.15 -0.22
H 0.06 -0.14 0.11
C 0.15 1.23 -2.96
C -0.29 -1.61 -0.81
C -0.09 -0.76 -0.84
C -0.91 -0.15 0.63
C -0.48 0.59 1.63
C -0.81 2.77 -0.28
C 0.10 -1.31 0.11
C -0.11 -0.40 1.01
H -0.07 0.43 -0.35
H -0.06 0.45 0.01
H 0.31 0.07 -0.33
H 0.03 -0.41 0.19
H 0.83 0.03 -0.52
H -0.81 0.58 -0.08
H 0.27 0.30 -0.23
H 0.10 0.47 -0.05
H 0.43 0.67 0.66
H 0.06 -0.22 0.38
H -0.05 0.15 0.23
H -0.80 0.45 -0.73
P -0.03 -0.68 -0.02
C -0.05 0.18 -0.07
H 0.06 -0.01 0.21
H 0.28 0.35 -0.23
H -0.14 -0.08 -0.13
C 0.14 0.10 0.07
H -0.13 0.02 0.24
H 0.03 -0.17 -0.11
H 0.08 0.16 -0.13
C -0.04 0.09 -0.08
H 0.12 -0.17 -0.08
H 0.08 0.09 0.29
H -0.24 0.02 -0.09
P 0.86 -0.74 -0.24
C 0.52 0.91 0.09
H -0.13 -0.07 -0.09
H -0.43 -0.55 0.23
H -0.11 -0.06 -0.39
C 0.34 0.76 -0.42
H -0.18 -0.63 0.03
H -0.07 -0.11 0.15
H 0.00 -0.01 0.45
C 0.89 0.48 0.10
H -0.11 -0.16 -0.03
H -0.71 0.17 -0.60
H -0.57 -0.01 0.54
O -0.38 0.10 1.10
Cl -0.26 -0.39 -0.20
O 0.89 0.55 -0.25
O -0.51 -0.08 -0.41
O 0.03 0.33 0.22

Its total charge is +1. The spin multiplicity is 6. As for the HOMO-LUMO gap (alpha / beta): 7.43 / 4.19 eV.



# 2
The following is a quantum chemistry calculation of C33H25Cl2MoN4O4S as an isolated structure in a non-equilibrium geometry, from the Open Molecules 2025 dataset.

Positions of all 70 atoms, in Å:
Mo -0.5041 1.0467 1.7593
O -1.8940 4.8109 2.0944
C -1.6562 3.6676 1.7176
O -0.8748 2.8256 2.3501
C -2.2400 3.0708 0.5080
C -3.0738 3.7951 -0.3499
C -3.6240 3.1866 -1.4465
C -3.3455 1.8133 -1.6731
C -3.8762 1.1136 -2.7647
C -3.5660 -0.2116 -2.9867
C -2.6786 -0.8579 -2.1354
C -2.1376 -0.1880 -1.0597
C -2.4670 1.1441 -0.7738
N -1.9178 1.7630 0.3138
H -3.2506 4.8343 -0.1180
H -4.2523 3.7172 -2.1459
H -4.5247 1.6445 -3.4484
H -3.9900 -0.7385 -3.8295
H -2.3954 -1.8849 -2.3222
H -1.4058 -0.6658 -0.4355
C 3.0464 -2.3835 -3.1048
C 3.4092 -2.2214 -1.6222
C 3.8981 -0.7869 -1.4205
C 4.5530 -3.1688 -1.2326
C 2.1779 -2.5663 -0.7988
C 1.6656 -3.8680 -0.8793
C 0.5473 -4.2500 -0.1688
C -0.0938 -3.3033 0.6069
S -1.5388 -3.5006 1.5528
C -1.4676 -1.7971 1.9396
N -0.4350 -1.1385 1.4206
C 0.3695 -1.9769 0.6806
C 1.5329 -1.6317 -0.0065
C -2.4878 -1.1058 2.6434
C -3.5494 -1.7562 3.2800
C -4.4725 -1.0070 3.9703
C -4.3418 0.3778 4.0133
C -3.3059 1.0104 3.3419
C -2.3370 0.2981 2.6350
H 3.8845 -2.0917 -3.7354
H 2.1979 -1.7423 -3.3328
H 2.7786 -3.4108 -3.3360
H 4.7568 -0.6134 -2.0673
H 4.2102 -0.6116 -0.3948
H 3.1289 -0.0685 -1.6847
H 5.4454 -2.9418 -1.8145
H 4.2882 -4.2098 -1.4028
H 4.7848 -3.0451 -0.1757
H 2.1410 -4.6004 -1.5155
H 0.1617 -5.2553 -0.2306
H 1.8942 -0.6211 0.0820
H -3.6273 -2.8335 3.2233
H -5.2919 -1.4946 4.4780
H -5.0600 0.9624 4.5738
H -3.2551 2.0941 3.3896
Cl 0.2887 1.8138 -2.5071
C 1.6759 2.2400 -1.5607
C 2.6994 2.9690 -2.1266
C 3.8038 3.3275 -1.3662
C 3.8888 2.9271 -0.0393
C 2.8566 2.2153 0.5207
Cl 2.8920 1.7256 2.1710
C 1.6720 1.8661 -0.1922
N 0.6703 1.2958 0.4366
H 2.6343 3.2582 -3.1633
H 4.5850 3.9343 -1.7967
H 4.7502 3.1740 0.5633
O 0.3098 -0.2332 5.2606
N 1.0001 0.2049 4.3290
O 0.3390 0.6538 3.3094

Atomic forces in eV per Å
Mo -0.91 -1.79 -4.24
O 0.00 -0.91 -0.66
C 0.67 0.72 1.68
O -0.53 2.91 1.03
C -0.12 -2.24 -1.07
C -0.25 0.11 -0.46
C 0.39 -0.40 0.44
C 0.29 0.49 0.52
C -0.08 -0.63 -0.47
C -0.48 0.86 -0.27
C 0.52 0.09 0.81
C 0.08 -0.67 -0.28
C -0.26 0.16 -0.30
N -1.64 2.39 -0.65
H 0.01 0.06 0.06
H -0.11 0.11 -0.01
H -0.10 0.02 -0.03
H -0.04 0.02 -0.08
H 0.04 -0.03 0.03
H -0.03 -0.02 0.06
C 0.09 0.01 0.19
C 0.22 0.02 -0.08
C -0.11 -0.25 -0.01
C -0.13 0.10 -0.08
C -0.03 0.11 0.10
C -0.12 -0.10 0.07
C 0.12 -0.02 -0.10
C -0.14 0.30 0.19
S 0.27 0.37 -0.08
C 0.97 -0.34 -0.69
N -1.16 -0.42 0.79
C 0.19 -0.78 -0.27
C 0.03 0.07 -0.05
C -0.48 0.68 0.35
C 0.22 0.09 -0.17
C -0.14 -0.17 0.08
C 0.05 0.15 -0.14
C -0.35 0.09 0.05
C -0.74 -0.76 0.43
H 0.10 0.01 -0.09
H -0.10 0.06 -0.13
H -0.06 -0.13 -0.09
H 0.09 0.04 -0.05
H -0.01 0.09 0.19
H -0.08 0.19 -0.01
H 0.10 0.01 -0.06
H 0.02 -0.11 -0.02
H 0.07 -0.02 0.07
H 0.08 -0.04 -0.03
H -0.01 -0.16 -0.03
H 0.02 0.02 0.01
H -0.09 -0.13 0.10
H -0.08 -0.03 0.07
H -0.04 0.04 0.03
H 0.06 0.01 0.04
Cl -0.09 -0.01 -0.21
C -0.04 -0.01 0.55
C 0.19 0.07 -0.04
C -0.04 -0.04 -0.04
C 0.10 0.04 -0.10
C -0.38 -0.20 -0.11
Cl 0.52 0.10 0.13
C 1.10 0.69 -0.79
N 0.09 -0.21 -0.10
H -0.05 0.05 -0.13
H 0.11 -0.02 -0.10
H 0.04 0.05 0.05
O 0.79 0.94 -1.48
N -0.83 -0.91 1.02
O 2.20 -0.77 4.65

Its total charge is -1. The value obtained for the relative energy (zero: lowest compared OMol25 entry of this formula, charge and spin) is 23.8 kcal per mole. As for the HOMO-LUMO gap (alpha / beta): 4.82 / 5.02 eV.



# 3
The following is a quantum chemistry calculation of C12H32KO12S4 as an isolated structure in a non-equilibrium geometry, from the Open Molecules 2025 dataset.

Positions of all 61 atoms, in Å:
K 0.3791 -2.0540 0.9582
O -2.6296 -0.1829 4.1214
S -1.1992 -0.0943 4.2192
O -0.4011 -0.9483 3.3793
O -0.7670 1.4597 4.0209
C -1.6184 2.4846 4.5416
C -0.8880 3.3352 5.5414
C -0.6721 -0.2270 5.9308
H -2.6004 2.1900 4.9135
H -1.8707 3.1792 3.7338
H -0.4273 2.7737 6.3684
H -1.5599 3.9687 6.1204
H -0.0132 3.8342 5.1255
H -0.6242 -1.2475 6.3019
H -1.2794 0.4226 6.5553
H 0.3338 0.1916 5.9668
O -4.4099 -2.6456 -1.0061
S -3.4395 -1.6293 -0.6689
O -2.0789 -2.0184 -0.3203
O -3.4582 -0.5773 -1.9160
C -2.2832 -0.5428 -2.7612
C -2.3704 0.6902 -3.6565
C -4.1340 -0.6522 0.6560
H -2.2540 -1.4462 -3.3733
H -1.4065 -0.5373 -2.1104
H -1.6916 0.5968 -4.4987
H -2.1602 1.5704 -3.0600
H -3.3991 0.7370 -4.0150
H -5.1012 -0.2766 0.3424
H -3.3947 0.0995 0.9251
H -4.2125 -1.3464 1.4913
O 2.3178 -4.4457 -2.8845
S 2.3100 -3.0317 -2.6472
O 1.9223 -2.4912 -1.3599
O 3.7784 -2.3984 -2.9336
C 4.7880 -3.2013 -3.5990
C 5.3938 -4.1401 -2.5376
C 1.4332 -2.2313 -4.0251
H 5.5499 -2.4925 -3.9037
H 4.3346 -3.7722 -4.4053
H 6.1659 -4.8312 -2.8690
H 4.5974 -4.7361 -2.0908
H 5.7611 -3.5379 -1.7050
H 0.3654 -2.4203 -3.9611
H 1.8662 -2.5916 -4.9524
H 1.6552 -1.1797 -3.8579
O 0.9860 0.5092 -0.1719
S 1.1686 1.3778 -1.3115
O 1.3565 0.8405 -2.6336
O -0.0425 2.3967 -1.4238
C -0.9554 2.5257 -0.3034
C -0.3782 3.2265 0.8967
C 2.5674 2.4918 -1.0213
H -1.3682 1.5517 -0.0357
H -1.7722 3.1446 -0.6745
H -0.0860 4.2528 0.6541
H 0.5585 2.8140 1.2690
H -1.2025 3.2551 1.6105
H 2.4772 3.0881 -0.1184
H 2.6593 3.0917 -1.9215
H 3.4239 1.8276 -0.9094

Atomic forces in eV per Å
K -0.01 0.14 -0.33
O 0.58 -0.05 -0.11
S -0.69 0.84 1.36
O 0.14 0.81 0.06
O -0.08 -1.62 -0.72
C -0.63 1.77 -0.02
C 1.01 -0.68 1.57
C 0.62 0.07 -0.28
H 0.32 -0.85 0.06
H 0.12 -0.46 -0.36
H -0.21 -0.49 -0.28
H -0.05 0.50 -0.66
H -0.42 0.47 -0.25
H -0.37 -0.06 -0.20
H -0.38 -0.18 -0.14
H 0.07 -0.13 -0.18
O 1.21 0.74 0.43
S -1.46 -0.59 -0.80
O -0.63 0.57 -0.32
O 0.44 -0.55 1.35
C 0.50 0.07 -0.42
C -0.55 -0.64 0.76
C 0.90 -0.40 -0.31
H -0.12 -0.08 0.12
H 0.08 0.07 -0.17
H 0.11 0.11 0.04
H 0.11 0.28 -0.17
H 0.09 0.17 -0.21
H 0.04 0.13 0.01
H -0.26 0.26 -0.08
H -0.18 -0.04 -0.04
O -0.04 0.34 0.40
S 0.69 0.61 -1.19
O -0.09 -0.31 -0.74
O -1.10 -0.21 0.37
C 0.45 -1.08 1.27
C -0.64 0.20 0.42
C 0.46 0.16 1.31
H -0.24 0.12 -0.46
H 0.12 0.20 -0.26
H 0.06 0.25 -0.32
H 0.00 -0.16 -0.25
H 0.32 0.08 -0.18
H 0.03 -0.16 0.06
H 0.02 -0.13 0.04
H -0.20 0.11 -0.24
O -0.20 0.14 -0.32
S 1.02 0.71 -0.54
O -0.30 0.06 0.92
O -0.05 -0.41 0.25
C -0.23 0.22 0.11
C 0.44 0.66 -0.35
C -0.37 -0.89 -0.07
H 0.21 -0.08 -0.15
H 0.06 -0.17 -0.30
H -0.42 0.07 -0.14
H -0.44 -0.62 0.39
H 0.45 0.00 0.39
H -0.33 0.00 -0.04
H 0.02 0.09 0.05
H 0.04 0.03 -0.14

Its total charge is +1. The value obtained for the relative energy (zero: lowest compared OMol25 entry of this formula, charge and spin) is 0.0 kcal per mole. As for the HOMO-LUMO gap: 11.25 eV.



# 4
The following is a quantum chemistry calculation of C45H45Br2N9O5PSY as an isolated structure, from the Open Molecules 2025 dataset.

Positions of all 109 atoms, in Å:
Y -0.1290 0.1366 -0.0953
O -1.5473 0.1254 -1.9680
S -1.5281 -1.3293 -2.3179
O -2.8154 -1.9438 -2.3680
O -0.5892 -1.9104 -1.3150
C -0.7247 -1.4376 -3.8468
C -1.4697 -1.8224 -4.9520
C -0.8473 -1.8444 -6.1919
C 0.4838 -1.4790 -6.2943
C 1.2164 -1.0996 -5.1692
C 0.6336 -1.0729 -3.9110
P 1.5903 -0.6467 -2.3780
C 3.0104 0.2416 -3.1171
C 4.1510 -0.4193 -3.5671
C 5.1586 0.2738 -4.2324
C 5.0233 1.6326 -4.4798
C 3.8872 2.3045 -4.0391
C 2.9029 1.6137 -3.3467
C 2.2881 -2.2808 -1.9050
C 3.3232 -2.3491 -0.9697
C 3.8265 -3.5773 -0.5542
C 3.3075 -4.7541 -1.0773
C 2.2817 -4.6961 -2.0107
C 1.7699 -3.4700 -2.4151
H -2.5124 -2.0957 -4.8345
H -1.4035 -2.1445 -7.0720
H 0.9721 -1.4912 -7.2626
H 2.2557 -0.8268 -5.2932
H 4.2537 -1.4872 -3.4138
H 6.0365 -0.2581 -4.5809
H 5.7960 2.1652 -5.0214
H 3.7746 3.3654 -4.2320
H 2.0387 2.1493 -2.9816
H 3.7525 -1.4465 -0.5659
H 4.6351 -3.6115 0.1678
H 3.7077 -5.7127 -0.7664
H 1.8830 -5.6085 -2.4385
H 0.9787 -3.4516 -3.1536
N -2.4234 -0.8472 0.5207
C -3.0953 -0.6427 1.7776
C -4.1531 -1.4074 2.1620
C -4.8117 -1.1689 3.3906
C -4.4032 -0.1447 4.1880
C -3.3081 0.6664 3.7982
C -2.8642 1.7491 4.5859
C -1.8104 2.4938 4.1551
C -1.1818 2.1315 2.9521
N -1.5351 1.1265 2.1783
C -2.6279 0.4032 2.5919
H -2.4470 -1.8354 0.2947
H -2.9744 -0.4154 -0.2173
H -4.4978 -2.2047 1.5108
H -5.6487 -1.7917 3.6794
H -4.9066 0.0683 5.1252
H -3.3722 1.9777 5.5177
H -1.4421 3.3432 4.7167
H -0.3511 2.7337 2.6212
Br 3.0532 -5.4863 2.8742
C 2.0017 -4.0535 2.3175
C 0.9537 -4.2540 1.4461
C 0.2654 -3.1433 1.0045
N 0.5441 -1.8902 1.3938
C 1.5206 -1.7263 2.2999
C 2.2854 -2.7756 2.7669
C 1.7920 -0.3375 2.7605
C 2.4674 -0.1020 3.9512
C 2.8337 1.1872 4.2621
Br 3.7508 1.5434 5.8436
C 2.5366 2.2145 3.3790
C 1.8199 1.8858 2.2513
N 1.4060 0.6473 1.9521
H 0.6893 -5.2396 1.0871
H -0.5296 -3.2614 0.2878
H 3.1107 -2.6075 3.4447
H 2.7098 -0.9147 4.6213
H 2.8337 3.2375 3.5742
H 1.5701 2.6635 1.5396
N 6.0458 2.2343 0.3764
C 4.7680 2.2838 -0.3175
C 3.8854 1.1505 0.1427
O 4.4364 0.3425 1.0357
O 2.7616 0.9639 -0.2796
H 6.8212 2.0831 -0.2529
H 5.3351 0.7135 1.1764
H 6.2357 3.0667 0.9158
H 4.8683 2.1758 -1.3981
H 4.2300 3.2164 -0.1402
C -0.8713 2.8465 -2.3517
N -1.3079 4.1785 -2.7191
C -0.4465 5.1702 -2.0669
N -0.4831 5.0384 -0.6014
C -0.0449 3.7042 -0.2552
N -0.8851 2.6299 -0.8551
C -2.3030 2.8793 -0.4172
N -2.7679 4.2045 -0.7810
C -2.6848 4.3626 -2.2413
C -1.8806 5.1958 -0.1569
H 0.1441 2.6931 -2.7075
H -1.5151 2.1065 -2.8051
H -0.7770 6.1713 -2.3386
H 0.5806 5.0396 -2.4125
H -0.0934 3.5962 0.8285
H 0.9865 3.5561 -0.5880
H -2.3574 2.7646 0.6580
H -2.9300 2.1241 -0.8936
H -3.0286 5.3593 -2.5119
H -3.3329 3.6295 -2.7210
H -1.9267 5.0883 0.9286
H -2.2218 6.1957 -0.4187

Atomic forces in eV per Å
Y -0.44 -0.26 0.73
O -0.09 -0.05 0.10
S -0.08 0.05 0.17
O -0.02 0.02 0.01
O -0.16 0.16 0.03
C 0.20 0.05 -0.29
C 0.12 0.07 0.11
C 0.01 -0.04 -0.11
C 0.07 0.02 -0.02
C 0.06 0.01 -0.12
C -0.33 -0.13 0.08
P 0.42 -0.12 -0.68
C 0.06 -0.04 -0.10
C 0.09 -0.06 0.03
C -0.04 -0.01 0.02
C -0.01 0.00 -0.01
C 0.05 -0.02 0.06
C -0.01 -0.06 -0.03
C -0.02 -0.05 0.03
C -0.07 -0.12 0.04
C -0.03 0.08 -0.07
C 0.02 -0.02 0.01
C 0.00 0.01 0.01
C 0.07 -0.02 -0.10
H 0.11 0.03 0.02
H 0.05 0.03 0.06
H -0.03 0.00 0.09
H -0.01 -0.01 0.01
H 0.01 0.03 0.00
H -0.05 0.03 0.03
H -0.05 -0.02 0.03
H -0.01 -0.06 0.02
H -0.08 0.04 -0.01
H 0.03 0.13 0.08
H -0.04 0.01 -0.04
H -0.02 0.06 -0.02
H 0.01 0.05 0.03
H 0.01 -0.01 0.05
N 0.06 0.13 0.12
C 0.14 -0.09 -0.22
C -0.22 -0.19 0.15
C 0.00 -0.10 -0.15
C 0.04 0.10 0.06
C -0.08 0.03 0.21
C -0.16 -0.05 0.15
C 0.14 0.08 -0.04
C -0.09 0.04 -0.02
N -0.09 0.02 0.11
C 0.22 0.11 0.03
H 0.06 -0.11 -0.07
H -0.11 0.05 -0.07
H 0.00 0.05 0.05
H 0.05 0.02 -0.03
H 0.05 -0.01 -0.08
H 0.03 -0.02 -0.08
H -0.02 -0.06 -0.05
H 0.08 0.00 0.01
Br 0.12 -0.16 0.06
C 0.11 -0.03 0.09
C -0.13 -0.07 -0.08
C -0.03 0.14 0.10
N -0.04 0.15 -0.33
C -0.13 0.20 0.04
C 0.10 -0.02 0.13
C -0.04 -0.24 -0.07
C 0.02 -0.23 0.00
C 0.07 0.11 0.10
Br 0.10 0.05 0.19
C -0.03 0.06 -0.07
C -0.13 0.02 -0.03
N 0.00 0.25 -0.17
H 0.03 0.06 0.03
H 0.00 -0.01 -0.03
H -0.05 -0.04 -0.04
H -0.01 0.06 -0.02
H -0.02 -0.09 -0.02
H 0.03 -0.05 0.03
N 0.08 -0.01 0.00
C 0.16 0.14 0.01
C -0.11 -0.43 0.09
O -0.53 -0.05 -0.25
O -0.14 0.21 -0.06
H 0.04 0.02 -0.01
H 0.44 0.20 0.12
H 0.01 0.00 0.01
H -0.01 0.03 -0.07
H -0.02 0.02 -0.04
C 0.06 0.25 0.19
N -0.01 -0.01 0.21
C -0.12 -0.07 0.06
N -0.16 -0.08 -0.10
C -0.09 -0.01 -0.03
N 0.11 -0.26 0.01
C 0.04 0.12 -0.28
N 0.23 0.02 -0.06
C 0.11 -0.01 0.10
C 0.02 -0.08 -0.14
H 0.13 -0.03 -0.01
H -0.11 -0.05 -0.06
H -0.03 0.02 -0.02
H 0.02 -0.02 0.00
H -0.03 0.06 0.02
H 0.05 0.00 -0.03
H -0.02 0.02 0.14
H -0.03 -0.01 -0.03
H 0.00 0.04 0.01
H -0.01 -0.03 0.00
H 0.01 -0.02 0.01
H -0.01 0.03 -0.02

Its total charge is +2. As for the HOMO-LUMO gap: 7.92 eV.



| no. | energy (hartree) |
| --- | --- |
| 1 | -3648.30767 |
| 2 | -3179.35336 |
| 3 | -3571.79648 |
| 4 | -8536.52175 |